1.
Computed, not measured: a molecular structure, C30H35LiN2OSSb in a non-equilibrium geometry, with ωB97M-V/def2-TZVPD.

XYZ file:
```
71
Properties=species:S:1:pos:R:3:lowdin_charge:R:1
Li 4.5034 0.7554 -0.8393 0.438
C 4.7914 0.4632 -4.0533 -0.092
O 3.6462 -0.2549 -3.6434 -0.232
C 3.2261 -0.1934 -2.3528 -0.057
C 2.0493 -1.1295 -2.2825 -0.136
H 4.5456 0.1946 -5.1942 0.144
H 5.5248 0.0009 -3.4076 0.069
H 4.7817 1.6675 -3.8338 0.142
H 1.5183 -1.0764 -3.1669 0.026
H 1.7985 -1.0990 -1.1879 -0.022
H 2.1754 -2.2386 -2.6577 0.145
C -0.0883 2.3141 0.3747 -0.086
C -0.7707 1.9517 -0.8316 -0.341
C -0.9502 2.9982 -1.7598 -0.136
C -1.2297 2.8631 -3.0534 -0.117
C -2.0337 1.6746 -3.3961 -0.096
C -2.1350 0.6009 -2.5013 -0.153
C -1.6056 0.8647 -1.2738 -0.291
Sb -0.7897 -0.9804 -0.1733 1.575
C -2.2060 -2.3269 -1.1287 -0.336
C -3.4966 -2.3400 -0.5930 -0.122
C -4.5931 -3.2143 -0.9387 -0.064
C -4.5172 -3.7715 -2.2299 -0.074
C -3.2999 -3.3718 -2.8866 -0.067
C -2.1519 -2.6625 -2.4934 -0.397
C -0.9740 -2.5090 -3.3361 -0.093
C -1.7984 -0.7099 1.7007 -0.332
C -1.1888 -1.4028 2.8415 -0.312
C -1.6411 -1.5563 4.1447 -0.172
C -2.8147 -0.7705 4.4150 -0.200
C -3.3523 0.1237 3.4677 -0.143
C -2.9371 0.0883 2.1900 -0.471
C -3.5580 0.8602 1.2376 -0.181
H -0.9116 2.6683 1.2708 0.152
H 0.6114 3.0832 0.3838 0.038
H 0.1172 1.4994 1.3578 0.132
H -0.4131 3.9037 -1.5951 0.093
H -0.7806 3.6248 -4.0268 0.175
H -2.2844 1.7573 -4.4838 0.090
H -2.7490 -0.2494 -2.8926 0.117
H -3.6387 -1.9675 0.5458 0.130
H -5.2457 -3.6878 -0.1977 0.100
H -5.2548 -3.9680 -2.7069 -0.015
H -3.3958 -4.1374 -3.7903 0.133
H -1.3153 -2.8504 -4.3698 0.099
H -0.2947 -3.3900 -3.0766 0.106
H -0.3525 -1.5822 -3.2602 0.051
H -0.6297 -2.0702 2.2855 -0.014
H 8.6084 4.0275 4.8759 0.000
H -3.2197 -0.2938 5.4938 0.102
H -4.2741 0.8203 3.4003 0.123
H -2.7613 0.8478 0.4223 0.012
H -3.6521 1.9121 1.5535 0.063
H -4.7345 0.7450 0.5011 0.170
C 1.2481 1.7134 4.6662 0.032
C 2.0277 1.1633 3.2784 -0.177
C 1.8823 -0.1483 2.8388 -0.046
C 2.5898 -0.6394 1.7289 -0.339
N 3.3920 0.4346 1.1347 -0.022
C 3.7497 1.5703 1.5462 -0.805
S 5.0338 2.4901 0.4465 0.207
N 3.0568 1.9094 2.6471 0.045
C 2.6008 -1.9687 1.1938 -0.006
H 1.0499 0.9706 5.3913 0.049
H 0.5135 2.3411 4.2707 0.039
H 2.2281 1.9975 5.1461 0.080
H 0.9254 -0.6353 3.0164 0.073
H 3.2638 2.9211 2.7753 0.142
H 2.8493 -1.9887 0.1545 -0.015
H 7.7320 4.1742 5.2704 0.002
H 1.9994 -2.8112 1.6475 0.064
```

Summary:
- charge = -1
- energy above the lowest of the compared OMol25 structures with the same formula, charge and spin (kJ/mol) = 0.0
- lowest unoccupied orbital energy (Ha) = 0.05102
- 2S+1 = 1



2.
Computed, not measured: a molecular structure, C30H35N10SYb, with ωB97M-V/def2-TZVPD.

XYZ file:
```
77
Properties=species:S:1:pos:R:3:lowdin_spin:R:1
Yb 0.0143 -0.3932 0.4720 1.006
C 0.3105 3.0112 1.1544 0.000
C 1.3906 2.6651 0.1419 0.000
N 1.9016 1.2799 0.2597 -0.001
C 2.8790 1.0431 1.3419 0.000
C 2.2190 1.0639 2.7094 0.000
N 0.9073 0.3686 2.6934 -0.001
C -0.1314 1.0240 3.5280 0.000
C -1.1629 1.8043 2.6846 0.000
N -0.7042 1.9425 1.2877 -0.001
H 0.7397 3.2069 2.1337 0.000
H -0.1570 3.9504 0.8473 0.000
H 0.9764 2.7538 -0.8652 0.000
H 2.2086 3.3895 0.2160 0.000
H 2.3965 1.1036 -0.6071 0.000
H 3.3260 0.0612 1.1574 0.000
H 3.6925 1.7760 1.3183 0.000
H 2.8871 0.5994 3.4384 0.000
H 2.0721 2.0866 3.0471 0.000
H 1.0827 -0.5437 3.1001 0.000
H -0.6579 0.2569 4.0959 0.000
H 0.3551 1.6787 4.2528 0.000
H -2.1001 1.2548 2.6633 0.000
H -1.3578 2.7816 3.1342 0.000
H -1.5167 2.1951 0.7343 0.000
N -4.5545 -0.6347 1.0535 0.000
C -3.2747 -0.4776 0.6969 0.000
S -2.1110 -1.2534 1.7537 -0.001
N -3.0827 0.2717 -0.3757 0.000
N -1.8003 0.3245 -0.8277 -0.001
C -1.5850 1.0389 -1.8882 0.000
C -2.6090 1.8755 -2.5504 0.000
C -3.2401 2.8986 -1.8481 0.000
C -4.1778 3.6995 -2.4755 0.000
C -4.5130 3.4679 -3.8025 0.000
C -3.9053 2.4369 -4.5037 0.000
C -2.9489 1.6482 -3.8826 0.000
C -0.2295 0.9179 -2.4856 0.000
C 0.1525 1.6391 -3.6146 0.000
C 1.3829 1.3818 -4.1957 0.000
C 2.2074 0.4118 -3.6439 0.000
C 1.7824 -0.2204 -2.4896 0.000
N 0.6095 0.0350 -1.9055 -0.001
H -4.8015 -1.1978 1.8475 0.000
H -5.2773 -0.2468 0.4686 0.000
H -3.0080 3.0674 -0.8039 0.000
H -4.6566 4.4993 -1.9278 0.000
H -5.2535 4.0885 -4.2883 0.000
H -4.1740 2.2470 -5.5338 0.000
H -2.4833 0.8388 -4.4323 0.000
H -0.5108 2.3815 -4.0315 0.000
H 1.6897 1.9285 -5.0772 0.000
H 3.1608 0.1593 -4.0841 0.000
H 2.4132 -0.9595 -2.0034 0.000
C 3.2373 -3.6139 4.9281 0.000
C 3.7975 -4.0400 3.7298 0.000
C 3.2053 -3.7145 2.5218 0.000
C 2.0508 -2.9378 2.5259 0.000
C 1.4643 -2.5339 3.7204 0.000
C 2.0609 -2.8775 4.9251 0.000
N 1.3989 -2.5674 1.3017 -0.001
N 1.5372 -3.4261 0.4134 0.000
C 0.8115 -3.2368 -0.7994 0.000
C 1.2667 -3.9935 -1.8676 0.000
C 0.5122 -3.9699 -3.0310 0.000
C -0.6681 -3.2402 -3.0414 0.000
C -1.0192 -2.5015 -1.9226 0.000
N -0.2727 -2.4630 -0.8115 -0.001
H 3.7090 -3.8743 5.8651 0.000
H 4.7004 -4.6341 3.7355 0.000
H 3.6430 -4.0370 1.5887 0.000
H 0.4771 -2.0799 3.7371 0.000
H 1.5919 -2.5894 5.8555 0.000
H 2.1552 -4.5973 -1.7599 0.000
H 0.8176 -4.5422 -3.8962 0.000
H -1.3186 -3.2390 -3.9041 0.000
H -1.9308 -1.9186 -1.9024 0.000
```

Summary:
- ⟨S²⟩ = 0.751
- charge = +2
- lowest unoccupied orbital energy (alpha / beta) (Ha) = -0.23790 / -0.23783
- 2S+1 = 2



3.
Computed, not measured: a molecular structure, C30H35N2O2S in a non-equilibrium geometry, with ωB97M-V/def2-TZVPD.

XYZ file:
```
70
Properties=species:S:1:pos:R:3:nbo_charge:R:1
C -6.1486 -5.2433 -0.1258 -0.252
O -5.7727 -3.8330 -0.2100 -0.490
C -4.4552 -3.4666 -0.2340 0.352
C -4.1341 -2.0856 -0.1315 -0.252
C -2.8355 -1.7217 0.1796 -0.186
C -1.8164 -2.6646 0.2903 -0.143
C -0.5555 -2.0465 0.8966 0.547
C 0.3827 -1.1527 0.0237 -0.066
S 1.9558 -2.7798 0.0882 0.626
C 1.8966 -4.0610 1.3928 -0.755
C 1.6049 -3.7427 -1.3712 -0.760
O -0.3363 -2.1706 2.0820 -0.538
C -2.1244 -4.0341 0.1711 -0.196
C -3.4016 -4.4206 -0.1862 -0.290
H -7.2345 -5.1938 -0.1136 0.217
H -5.7737 -5.7818 -0.9905 0.183
H -5.7487 -5.6699 0.7927 0.189
H -4.9156 -1.3504 -0.3022 0.241
H -2.5783 -0.6846 0.3785 0.232
H 0.0119 -1.0973 -0.9997 0.220
H 2.8745 -4.5128 1.5693 0.268
H 1.5759 -3.6418 2.3518 0.286
H 1.2030 -4.8952 1.1703 0.242
H 2.5219 -4.0647 -1.8706 0.262
H 0.9851 -4.6003 -1.1097 0.246
H 1.0977 -3.0801 -2.0519 0.254
H -1.3692 -4.7811 0.3506 0.209
H -3.6478 -5.4705 -0.4234 0.230
C 5.4956 3.8501 -3.2292 -0.398
N 4.9556 2.5297 -3.0831 -0.395
C 5.2877 1.4635 -4.0445 -0.193
C 4.3816 0.3025 -3.6066 -0.434
C 3.5300 0.8476 -2.5141 -0.068
C 3.9449 2.1654 -2.2405 0.206
C 3.3321 2.8811 -1.2312 -0.271
C 2.2835 2.2882 -0.5377 -0.180
C 1.8505 0.9316 -0.7617 -0.003
C 0.7866 0.2192 0.1557 -0.300
C -0.2634 1.1833 0.5874 -0.130
C -0.9183 0.8828 1.7932 -0.212
C -1.6658 1.8011 2.4675 0.011
C -1.8199 3.1148 1.9818 0.217
N -2.4110 3.8511 2.9407 -0.388
C -2.6812 5.2630 2.9081 -0.404
C -2.7428 3.0627 4.1530 -0.194
C -2.2434 1.6640 3.8157 -0.457
C -1.2990 3.4448 0.7029 -0.300
C -0.5353 2.4726 0.0439 -0.161
C 2.4483 0.2880 -1.8474 -0.213
H 5.2028 4.4512 -2.3697 0.209
H 6.5923 3.7983 -3.2814 0.204
H 5.1445 4.3527 -4.1431 0.193
H 5.0923 1.7900 -5.0779 0.192
H 6.3640 1.2275 -3.9707 0.198
H 3.7943 -0.0728 -4.4507 0.224
H 5.0107 -0.5164 -3.2315 0.219
H 3.7144 3.8810 -1.0308 0.220
H 1.8810 2.9198 0.2576 0.230
H 1.4839 -0.2372 1.2184 0.178
H -0.7831 -0.0871 2.2640 0.220
H -1.9240 5.7672 2.3067 0.208
H -3.6677 5.4678 2.4633 0.197
H -2.6709 5.6367 3.9335 0.213
H -2.2373 3.4939 5.0355 0.198
H -3.8328 3.0795 4.3338 0.198
H -3.0514 0.9337 3.8376 0.226
H -1.5130 1.3241 4.5515 0.227
H -1.5066 4.4505 0.3320 0.227
H -0.1600 2.7856 -0.9257 0.232
H 2.0884 -0.7059 -2.1233 0.179
```

Summary:
- charge = +1
- lowest unoccupied orbital energy (Ha) = -0.15483
- 2S+1 = 1